(w)
{
  "formula": "C4H5FN2S",
  "method": "ωB97M-V with the def2-TZVPD basis set",
  "symbols": ["C", "N", "N", "C", "S", "C", "C", "F", "H", "H", "H", "H", "H"],
  "xyz": [[-1.68288, -0.70075, -0.47520], [-1.14408, -1.53885, 0.35122], [0.27776, -1.56658, 0.40685], [1.13695, -0.55708, 0.37147], [2.77600, -0.63045, 0.21449], [0.42487, 0.72978, 0.45520], [0.60456, 1.90426, -0.27783], [-0.56116, 0.80880, 1.41738], [-1.11103, 0.02077, -1.15178], [-2.76939, -0.70152, -0.63967], [0.61050, -2.60020, 0.54547], [1.44603, 2.07906, -0.95127], [-0.00813, 2.75275, -0.26635]],
  "mulliken_charge": [-0.221, -0.638, 0.164, 0.356, -0.311, 0.236, -0.796, -0.244, 0.289, 0.296, 0.275, 0.258, 0.335],
  "spin_multiplicity": 1,
  "e_homo_ev": -8.74,
  "e_lumo_ev": -0.461,
  "charge": 0,
  "smiles": "C=NNC(=S)C(=C)F",
  "orbital_gap_ev": 8.3
}

(x)
{
  "formula": "C4H5FN2S",
  "method": "ωB97M-V with the def2-TZVPD basis set",
  "symbols": ["C", "N", "C", "C", "F", "H", "H", "H", "H", "N", "C", "S", "H"],
  "xyz": [[-1.34407, 0.78462, -0.87536], [-0.51931, 1.06930, -0.01426], [0.84912, 0.89585, -0.18825], [1.58363, -0.13990, 0.24429], [1.06830, -1.39828, 0.34567], [-2.31473, 1.09879, -0.60922], [-1.19272, 0.20474, -1.83887], [1.18293, 1.88159, -0.58625], [2.63539, -0.20004, -0.05212], [0.22140, -0.55754, 4.25360], [0.47199, 0.45013, 3.68145], [0.81010, 1.74109, 2.89133], [-0.02981, -1.31328, 4.84854]],
  "mulliken_charge": [-0.301, -0.266, -0.225, -0.088, -0.259, 0.282, 0.227, 0.323, 0.287, -0.289, 0.377, -0.371, 0.304],
  "spin_multiplicity": 1,
  "e_homo_ev": -8.52,
  "e_lumo_ev": 0.816,
  "charge": 0,
  "smiles": "C=N/C=C\\F.N=C=S",
  "orbital_gap_ev": 9.3
}

Relative energy of each structure, in kcal/mol: (w) 3.7; (x) 0.0.

(w)
{
  "formula": "C22H29N3O5S",
  "method": "ωB97M-V with the def2-TZVPD basis set",
  "symbols": ["C", "C", "C", "C", "N", "C", "O", "C", "C", "C", "N", "S", "O", "O", "C", "C", "C", "C", "C", "C", "C", "C", "C", "O", "N", "C", "C", "C", "C", "C", "O", "H", "H", "H", "H", "H", "H", "H", "H", "H", "H", "H", "H", "H", "H", "H", "H", "H", "H", "H", "H", "H", "H", "H", "H", "H", "H", "H", "H", "H"],
  "xyz": [[2.69652, -0.75154, 1.55208], [2.48512, 0.67094, 2.06997], [3.46250, 1.62894, 1.38978], [1.03859, 1.15739, 1.86931], [0.10041, 0.35620, 2.62973], [-1.20879, 0.71342, 2.58740], [-1.54415, 1.81615, 2.20174], [-2.22045, -0.29787, 3.12584], [-1.79113, -1.76629, 3.05945], [-1.63531, -2.21297, 1.60531], [-2.89542, -2.01641, 0.92568], [-3.05598, -2.83767, -0.51251], [-2.63798, -4.18884, -0.26891], [-4.38969, -2.60580, -0.98502], [-1.89985, -2.07314, -1.65116], [-2.31949, -1.00498, -2.41802], [-1.42064, -0.39814, -3.27924], [-0.11682, -0.86310, -3.35773], [0.29191, -1.93390, -2.57988], [-0.60467, -2.54440, -1.71941], [-3.32061, -0.63563, 0.90304], [-3.52425, -0.13723, 2.33240], [0.61296, 1.10338, 0.39370], [0.16000, 0.09040, -0.10559], [0.77149, 2.25175, -0.28347], [0.50003, 2.35137, -1.70450], [1.76766, 2.31776, -2.49574], [2.68953, 1.32643, -2.66874], [3.71105, 1.87340, -3.48289], [3.33519, 3.15458, -3.74043], [2.16456, 3.43453, -3.14325], [3.75271, -1.00592, 1.59951], [2.36448, -0.83856, 0.52084], [2.15362, -1.48286, 2.14686], [2.67856, 0.68577, 3.14908], [3.34044, 1.60145, 0.30921], [3.31192, 2.64935, 1.73586], [4.48512, 1.34229, 1.62277], [0.94464, 2.18911, 2.22793], [0.33912, -0.61384, 2.74571], [-2.40246, -0.01868, 4.17126], [-0.87443, -1.95267, 3.62306], [-2.58068, -2.36719, 3.51505], [-1.41100, -3.27912, 1.54631], [-0.84023, -1.64547, 1.09971], [-3.34461, -0.67844, -2.34250], [-1.73659, 0.43438, -3.89101], [0.58298, -0.38595, -4.02863], [1.30745, -2.29515, -2.64599], [-0.32446, -3.39063, -1.11249], [-4.25547, -0.60302, 0.34305], [-2.57260, -0.00553, 0.39774], [-3.80874, 0.91458, 2.30832], [-4.31706, -0.71501, 2.80758], [1.14265, 3.06297, 0.18351], [-0.03595, 3.27963, -1.91339], [-0.12608, 1.49059, -1.95893], [2.63492, 0.33447, -2.26972], [4.59598, 1.37886, -3.82654], [3.79350, 3.93585, -4.31307]],
  "mulliken_charge": [-1.310, 0.256, -1.553, -0.269, 0.053, -0.029, -0.667, 0.762, -2.078, 0.399, -0.051, 1.320, -0.746, -0.730, -0.204, -0.348, -0.870, -0.127, -0.532, -0.374, -0.245, -1.409, -0.420, -0.341, 0.047, -0.088, 0.358, -0.147, -0.891, -0.500, -0.409, 0.486, 0.136, 0.358, 0.432, 0.261, 0.356, 0.495, 0.655, 0.298, 0.306, 0.462, 0.531, 0.555, -0.184, 0.497, 0.418, 0.542, 0.427, 0.495, 0.550, 0.105, 0.464, 0.470, 0.332, 0.396, -0.382, 0.732, 0.440, 0.510],
  "spin_multiplicity": 1,
  "e_homo_ev": -8.89,
  "e_lumo_ev": 0.539,
  "charge": 0,
  "smiles": "CC(C)[C@H](NC(=O)C1CCN(S(=O)(=O)c2ccccc2)CC1)C(=O)NCc1ccco1",
  "orbital_gap_ev": 9.4
}

(x)
{
  "formula": "C22H29N3O5S",
  "method": "ωB97M-V with the def2-TZVPD basis set",
  "symbols": ["C", "C", "O", "C", "C", "C", "C", "N", "C", "O", "C", "C", "N", "C", "C", "N", "S", "O", "O", "C", "C", "C", "C", "O", "C", "C", "C", "C", "C", "C", "C", "H", "H", "H", "H", "H", "H", "H", "H", "H", "H", "H", "H", "H", "H", "H", "H", "H", "H", "H", "H", "H", "H", "H", "H", "H", "H", "H", "H", "H"],
  "xyz": [[5.04938, 4.79684, 0.51530], [5.36014, 3.99454, -0.74605], [5.75626, 2.66994, -0.46658], [4.81713, 1.74539, -0.09965], [3.44111, 1.94412, -0.08635], [2.59341, 0.91687, 0.28717], [3.09394, -0.32822, 0.65311], [2.18078, -1.31836, 1.03879], [2.41400, -2.64191, 1.21299], [3.48698, -3.19195, 1.05484], [1.17564, -3.42958, 1.61185], [0.56110, -4.12850, 0.38522], [-0.27721, -3.21125, -0.35721], [0.33138, -2.62465, -1.53158], [-0.67738, -1.67823, -2.21113], [-1.71479, -1.24893, -1.29897], [-1.25665, -0.06819, -0.20301], [-0.67747, -0.58110, 1.01500], [-0.48083, 0.89076, -0.93308], [-2.85316, 0.62958, 0.18254], [-3.57108, 1.22104, -0.83688], [-4.81284, 1.77497, -0.58038], [-5.33589, 1.73312, 0.71261], [-6.53566, 2.23853, 1.07736], [-7.33437, 2.87628, 0.10590], [-4.59416, 1.13239, 1.73655], [-3.35753, 0.58520, 1.47117], [-2.48236, -2.33275, -0.72077], [-1.63739, -3.61335, -0.61183], [4.47307, -0.52980, 0.63654], [5.31635, 0.49502, 0.26491], [4.80192, 5.82096, 0.24859], [5.91662, 4.80064, 1.17084], [4.21361, 4.35852, 1.05488], [6.22176, 4.43231, -1.25919], [4.50645, 4.00900, -1.43545], [3.00380, 2.88800, -0.37123], [1.52664, 1.08135, 0.27570], [1.21471, -1.00576, 1.10617], [1.48900, -4.18965, 2.32866], [0.42434, -2.78071, 2.05904], [1.36701, -4.53576, -0.23997], [-0.04730, -4.96864, 0.73086], [0.65223, -3.39800, -2.25630], [1.21628, -2.06897, -1.21638], [-0.18154, -0.77576, -2.56717], [-1.16961, -2.16966, -3.05571], [-3.14300, 1.24750, -1.82582], [-5.36077, 2.23613, -1.38611], [-8.23008, 3.20143, 0.63216], [-7.61616, 2.18783, -0.69640], [-6.82817, 3.74775, -0.31949], [-5.01465, 1.11514, 2.72911], [-2.76636, 0.12629, 2.24787], [-2.79904, -2.00511, 0.27068], [-3.37404, -2.50400, -1.33550], [-1.73025, -4.20588, -1.54088], [-2.00549, -4.21904, 0.21656], [4.87560, -1.49059, 0.90896], [6.38460, 0.34683, 0.24717]],
  "mulliken_charge": [-1.009, -0.410, -0.473, 0.767, -0.447, -0.739, 0.573, 0.149, 0.532, -0.685, -0.634, -1.032, 0.598, -0.746, -0.934, 0.080, 1.921, -0.916, -0.823, -0.668, -1.061, -0.445, 0.919, -0.433, -0.829, -0.787, 0.094, -0.807, -0.908, -0.500, -0.721, 0.347, 0.301, 0.317, 0.315, 0.318, 0.384, 0.157, -0.124, 0.513, 0.164, 0.393, 0.524, 0.485, 0.265, 0.447, 0.364, 0.451, 0.395, 0.238, 0.340, 0.344, 0.435, 0.509, 0.434, 0.286, 0.296, 0.532, 0.521, 0.425],
  "spin_multiplicity": 1,
  "e_homo_ev": -7.39,
  "e_lumo_ev": 0.441,
  "charge": 0,
  "smiles": "CCOc1ccc(NC(=O)CCN2CCN(S(=O)(=O)c3ccc(OC)cc3)CC2)cc1",
  "orbital_gap_ev": 7.8
}

Relative energy of each structure, in kcal/mol: (w) 0.0; (x) 34.6.

(w)
{
  "formula": "H7NO2",
  "method": "ωB97M-V with the def2-TZVPD basis set",
  "symbols": ["N", "H", "H", "H", "O", "H", "H", "O", "H", "H"],
  "xyz": [[0.86918, 0.68057, 0.31301], [0.10003, 0.52237, -0.32167], [1.63856, 1.08649, -0.18792], [0.54726, 1.27795, 1.06122], [-1.84266, -0.91055, -3.53199], [-2.31138, -1.39591, -4.22350], [-1.33218, -0.27361, -4.05112], [1.13785, 0.16513, 3.38763], [0.83405, -0.39280, 2.66280], [0.34446, 0.52977, 3.79295]],
  "mulliken_charge": [-0.635, 0.215, 0.199, 0.247, -0.635, 0.314, 0.321, -0.676, 0.336, 0.314],
  "spin_multiplicity": 1,
  "e_homo_ev": -10.01,
  "e_lumo_ev": 0.808,
  "charge": 0,
  "smiles": "N.O.O",
  "orbital_gap_ev": 10.8
}

(x)
{
  "formula": "H7NO2",
  "method": "ωB97M-V with the def2-TZVPD basis set",
  "symbols": ["N", "H", "H", "H", "O", "H", "H", "O", "H", "H"],
  "xyz": [[0.96566, -0.00212, -0.61101], [0.18399, 0.21963, -0.03660], [0.99840, -1.04590, -0.89139], [1.05763, 0.54535, -1.46217], [-3.42657, 1.60187, -0.97067], [-3.07086, 1.51290, -0.08346], [-3.95696, 0.70669, -1.00224], [2.56127, -1.59922, 1.54534], [2.47980, -0.84434, 0.83513], [2.47077, -1.10059, 2.32045]],
  "mulliken_charge": [-0.696, 0.210, 0.272, 0.219, -0.650, 0.313, 0.335, -0.680, 0.385, 0.293],
  "spin_multiplicity": 1,
  "e_homo_ev": -10.34,
  "e_lumo_ev": 0.536,
  "charge": 0,
  "smiles": "N.O.O",
  "orbital_gap_ev": 10.9
}

Relative energy of each structure, in kcal/mol: (w) 0.0; (x) 8.0.